Computed, not measured: a molecular structure, C10H9N2 at a distorted geometry, with wB97M-V/def2-TZVPD.

Last column: natural (NBO) charge in e.
Cartesian coordinates (Å):
C (-5.521, 0.963, -0.337)  0.28
C (-0.774, 1.380, -0.297)  -0.15
C (0.613, 1.404, -0.189)  -0.15
C (0.671, -0.918, 0.263)  -0.18
C (-1.391, 0.261, 0.032)  -0.23
C (-0.704, -0.925, 0.286)  0.02
C (1.403, 0.214, -0.078)  0.05
C (-2.665, -0.310, 0.097)  0.71
C (-1.667, -2.052, 0.504)  -0.25
C (2.846, 0.407, -0.078)  -0.66
N (-2.950, -1.451, 0.303)  -0.36
N (-4.398, 0.917, -0.247)  -0.33
H (-6.565, 0.918, -0.312)  0.26
H (-1.256, 2.276, -0.565)  0.24
H (1.002, 2.324, -0.167)  0.22
H (1.110, -1.900, 0.334)  0.23
H (-1.760, -2.892, -0.320)  0.28
H (-1.518, -2.563, 1.441)  0.27
H (3.436, -0.243, -0.683)  0.25
H (3.068, 1.479, -0.364)  0.23
H (3.382, 0.343, 0.908)  0.26

Results
LUMO energy   -4.98 eV
Maximum force   0.082 hartree/bohr
Charge   +1
E_HOMO   -13.1551 eV
HOMO-LUMO gap   8.17 eV
Energy relative to the best compared isomer or geometry (same formula, charge and spin)   492.0 kJ/mol